Computed, not measured: 17 unconnected molecules or ions with the total composition C71H185N29O15P6, with the ωB97M-V functional and the def2-TZVPD basis.

Each line ends with the Löwdin charge.
Element x y z (Å)
1 C -2.957 0.149 4.760  -0.09
2 C -1.884 1.210 4.917  -0.27
3 C -0.833 1.203 3.847  -0.23
4 C 0.307 2.002 4.107  -0.21
5 N 1.259 2.623 4.266  0.21
6 H -3.573 0.443 3.887  0.05
7 H -3.652 0.130 5.638  0.10
8 H -2.446 -0.772 4.621  0.04
9 H -1.369 1.074 5.855  0.09
10 H -2.323 2.221 4.906  0.11
11 H -1.260 1.535 2.887  0.09
12 H -0.523 0.113 3.762  0.13
13 C 4.301 3.285 6.870  -0.11
14 C 3.546 4.404 6.210  -0.27
15 C 2.099 4.385 6.722  -0.21
16 C 2.093 4.745 8.134  -0.26
17 N 1.982 5.023 9.238  0.14
18 H 5.336 3.380 6.607  0.06
19 H 3.951 2.277 6.542  0.07
20 H 4.186 3.234 7.960  0.08
21 H 3.495 4.219 5.153  0.08
22 H 4.052 5.373 6.370  0.12
23 H 1.647 3.393 6.585  0.08
24 H 1.487 5.123 6.164  0.12
25 C 0.091 0.696 0.045  -0.29
26 O 0.247 0.814 1.272  -0.04
27 N 0.009 -0.518 -0.529  -0.16
28 C -0.285 -0.627 -1.959  -0.05
29 C 0.315 -1.712 0.187  -0.05
30 H 0.002 1.562 -0.639  0.12
31 H -0.387 0.369 -2.371  0.08
32 H -1.174 -1.258 -2.009  0.06
33 H 0.541 -1.163 -2.457  0.08
34 H -0.510 -2.058 0.843  0.10
35 H 0.453 -2.526 -0.542  0.06
36 H 1.219 -1.647 0.772  0.07
37 C 2.933 0.675 -2.756  -0.31
38 O 1.921 1.367 -2.800  -0.02
39 N 4.150 1.193 -2.552  -0.15
40 C 5.402 0.412 -2.576  -0.05
41 C 4.349 2.656 -2.402  -0.02
42 H 2.950 -0.382 -3.023  0.12
43 H 5.793 0.291 -1.546  0.08
44 H 6.228 0.781 -3.215  0.10
45 H 5.155 -0.592 -2.993  0.06
46 H 5.143 2.781 -1.694  0.07
47 H 4.622 3.220 -3.330  0.10
48 H 3.469 3.121 -1.963  0.06
49 C -3.641 0.695 -5.020  -0.38
50 O -4.105 1.707 -5.565  -0.04
51 N -2.590 0.052 -5.460  -0.15
52 C -2.063 -1.160 -4.871  -0.05
53 C -2.012 0.386 -6.815  0.01
54 H -4.106 0.308 -4.078  0.09
55 H -2.264 -1.974 -5.552  0.06
56 H -2.536 -1.348 -3.857  0.09
57 H -0.981 -1.045 -4.725  0.08
58 H -1.128 1.004 -6.590  0.09
59 H -1.753 -0.507 -7.275  0.05
60 H -2.760 0.869 -7.436  0.09
61 C 4.727 -2.966 6.040  -0.42
62 O 4.873 -2.553 7.175  0.01
63 N 5.459 -3.754 5.277  -0.17
64 C 6.555 -4.489 5.927  -0.03
65 C 5.126 -4.139 3.897  -0.05
66 H 3.853 -2.592 5.493  0.10
67 H 7.112 -3.813 6.606  0.10
68 H 7.244 -4.885 5.199  0.08
69 H 6.112 -5.257 6.561  0.09
70 H 4.511 -3.385 3.479  0.03
71 H 6.146 -4.116 3.350  0.12
72 H 4.814 -5.144 3.784  0.07
73 C -1.033 -5.065 -5.122  -0.34
74 O -2.035 -4.450 -4.718  -0.03
75 N -0.558 -5.051 -6.363  -0.18
76 C -1.212 -4.353 -7.447  -0.05
77 C 0.741 -5.688 -6.717  -0.05
78 H -0.368 -5.602 -4.402  0.13
79 H -1.398 -5.036 -8.258  0.08
80 H -0.575 -3.559 -7.775  0.08
81 H -2.202 -3.856 -7.149  0.11
82 H 1.414 -4.869 -7.020  0.07
83 H 1.163 -6.375 -5.973  0.09
84 H 0.660 -6.247 -7.693  0.10
85 C 0.814 -1.052 5.663  -0.38
86 O -0.225 -1.612 5.303  -0.02
87 N 1.118 -0.771 6.916  -0.14
88 C 0.032 -0.866 7.954  -0.01
89 C 2.325 -0.048 7.349  -0.03
90 H 1.616 -0.752 4.968  0.13
91 H -0.037 -1.868 8.411  0.09
92 H -0.985 -0.727 7.528  0.09
93 H 0.322 -0.232 8.771  0.07
94 H 3.096 -0.164 6.603  0.08
95 H 2.074 1.015 7.524  0.09
96 H 2.664 -0.417 8.282  0.08
97 C 3.221 -0.493 2.388  -0.27
98 O 3.627 -1.598 2.799  -0.04
99 N 4.035 0.550 1.910  -0.17
100 C 5.475 0.510 2.004  -0.07
101 C 3.473 1.901 2.014  -0.06
102 H 2.174 -0.196 2.385  0.11
103 H 5.801 -0.515 1.947  0.07
104 H 5.812 0.918 2.993  0.11
105 H 6.024 1.087 1.256  0.08
106 H 4.008 2.531 1.282  0.09
107 H 2.425 1.873 1.831  0.04
108 H 3.658 2.283 3.024  0.08
109 C 0.178 -6.035 4.939  -0.27
110 O -0.667 -6.497 4.165  -0.04
111 N 1.216 -5.131 4.689  -0.16
112 C 2.069 -4.742 5.782  -0.06
113 C 1.345 -4.485 3.375  -0.02
114 H 0.096 -6.432 5.963  0.13
115 H 1.582 -5.136 6.710  0.10
116 H 2.112 -3.617 5.818  0.08
117 H 3.092 -5.171 5.658  0.09
118 H 0.632 -4.940 2.650  0.08
119 H 1.104 -3.475 3.381  0.05
120 H 2.378 -4.480 3.006  0.08
121 C -4.896 -4.813 2.269  -0.35
122 O -4.807 -4.015 1.383  0.01
123 N -4.060 -4.964 3.345  -0.18
124 C -3.049 -3.976 3.595  -0.04
125 C -4.159 -6.094 4.284  -0.05
126 H -5.773 -5.427 2.355  0.13
127 H -2.211 -4.130 2.890  0.10
128 H -2.679 -4.125 4.589  0.08
129 H -3.414 -2.934 3.485  0.09
130 H -4.613 -5.741 5.271  0.11
131 H -4.914 -6.781 3.857  0.09
132 H -3.253 -6.637 4.475  0.06
133 O 0.364 -5.507 0.231  -0.29
134 P -0.675 -6.470 -0.179  0.60
135 N -1.320 -7.695 0.753  -0.29
136 C -2.382 -7.392 1.692  -0.13
137 C -0.410 -8.643 1.385  -0.10
138 N -0.028 -7.388 -1.484  -0.29
139 C -0.724 -8.576 -1.988  -0.12
140 C 1.394 -7.398 -1.696  -0.16
141 N -2.060 -5.596 -0.653  -0.28
142 C -1.926 -4.217 -1.074  -0.10
143 C -3.304 -6.243 -1.067  -0.10
144 H -2.885 -6.459 1.404  0.06
145 H -1.990 -7.397 2.697  0.04
146 H -3.232 -8.094 1.525  0.10
147 H -0.010 -8.267 2.322  0.07
148 H 0.410 -8.881 0.720  0.06
149 H -0.994 -9.572 1.593  0.10
150 H -0.667 -9.477 -1.332  0.08
151 H -1.764 -8.384 -2.241  0.06
152 H -0.331 -8.883 -3.012  0.10
153 H 1.836 -6.486 -1.385  0.02
154 H 1.803 -8.276 -1.230  0.08
155 H 1.627 -7.396 -2.748  0.06
156 H -0.830 -3.931 -0.948  0.06
157 H -2.128 -4.104 -2.126  0.06
158 H -2.583 -3.558 -0.516  0.07
159 H -3.525 -7.183 -0.626  0.06
160 H -3.338 -6.362 -2.148  0.08
161 H -4.016 -5.505 -0.813  0.06
162 O 3.702 5.312 0.903  -0.31
163 P 2.717 6.286 0.384  0.60
164 N 1.459 5.393 -0.358  -0.29
165 C 0.334 5.976 -1.041  -0.12
166 C 1.446 3.944 -0.281  -0.11
167 N 3.023 7.556 -0.678  -0.29
168 C 3.228 7.319 -2.145  -0.09
169 C 3.625 8.820 -0.267  -0.11
170 N 1.982 7.151 1.712  -0.30
171 C 0.749 7.906 1.466  -0.14
172 C 2.022 6.367 2.969  -0.12
173 H 0.319 5.646 -2.105  0.07
174 H 0.523 7.064 -1.046  0.08
175 H -0.664 5.754 -0.531  0.07
176 H 1.285 3.532 -1.296  0.07
177 H 0.676 3.596 0.423  0.07
178 H 2.401 3.657 0.173  0.04
179 H 4.282 7.411 -2.461  0.08
180 H 2.783 6.344 -2.407  0.05
181 H 2.740 8.036 -2.785  0.08
182 H 3.325 8.932 0.785  0.08
183 H 4.688 8.780 -0.381  0.07
184 H 3.270 9.656 -0.802  0.07
185 H -0.131 7.287 1.226  0.04
186 H 0.531 8.375 2.401  0.06
187 H 0.875 8.720 0.671  0.11
188 H 1.580 5.348 2.936  0.06
189 H 1.445 7.013 3.673  0.08
190 H 3.072 6.267 3.238  0.07
191 O 4.874 -2.572 -4.179  -0.31
192 P 4.200 -3.428 -3.178  0.56
193 N 4.326 -3.185 -1.517  -0.29
194 C 3.488 -2.392 -0.652  -0.11
195 C 5.550 -3.647 -0.887  -0.10
196 N 4.699 -5.019 -3.426  -0.31
197 C 4.698 -6.054 -2.373  -0.09
198 C 5.343 -5.314 -4.681  -0.12
199 N 2.538 -3.210 -3.395  -0.30
200 C 1.683 -4.183 -2.687  -0.11
201 C 2.129 -2.840 -4.752  -0.09
202 H 3.955 -1.506 -0.243  0.07
203 H 3.117 -2.968 0.199  0.09
204 H 2.690 -1.983 -1.274  0.06
205 H 6.018 -2.729 -0.560  0.08
206 H 6.118 -4.257 -1.570  0.06
207 H 5.318 -4.294 -0.032  0.09
208 H 3.917 -5.835 -1.652  0.06
209 H 4.450 -7.007 -2.897  0.10
210 H 5.669 -6.010 -1.854  0.07
211 H 6.348 -5.763 -4.510  0.10
212 H 4.674 -5.966 -5.231  0.07
213 H 5.561 -4.393 -5.201  0.06
214 H 0.708 -3.829 -2.581  0.04
215 H 1.691 -5.210 -3.146  0.08
216 H 2.045 -4.279 -1.652  0.06
217 H 2.810 -2.041 -5.067  0.07
218 H 1.076 -2.421 -4.601  0.10
219 H 2.184 -3.706 -5.408  0.05
220 O -3.283 -0.212 -2.010  -0.31
221 P -4.589 0.055 -1.291  0.62
222 N -5.876 -1.023 -1.699  -0.28
223 C -5.503 -2.463 -1.547  -0.10
224 C -6.322 -0.774 -3.140  -0.08
225 N -5.275 1.585 -1.494  -0.29
226 C -6.560 1.923 -0.956  -0.11
227 C -4.526 2.600 -2.159  -0.13
228 N -4.313 -0.235 0.349  -0.28
229 C -3.091 -0.929 0.842  -0.07
230 C -5.450 -0.574 1.145  -0.15
231 H -5.297 -2.748 -0.497  0.04
232 H -4.648 -2.695 -2.223  0.08
233 H -6.427 -3.021 -1.853  0.10
234 H -5.624 -1.326 -3.776  0.07
235 H -6.392 0.254 -3.377  0.06
236 H -7.221 -1.341 -3.264  0.07
237 H -6.424 2.648 -0.127  0.07
238 H -7.138 2.508 -1.660  0.08
239 H -7.119 1.101 -0.534  0.06
240 H -5.121 3.140 -2.979  0.12
241 H -4.143 3.412 -1.462  0.08
242 H -3.728 2.185 -2.727  0.03
243 H -3.286 -1.950 1.168  0.05
244 H -2.291 -0.946 0.081  0.05
245 H -2.805 -0.286 1.714  0.08
246 H -6.360 -0.155 0.703  0.06
247 H -5.335 -0.197 2.153  0.07
248 H -5.564 -1.678 1.267  0.07
249 O 0.101 6.902 -4.953  -0.27
250 P -0.177 5.518 -5.239  0.45
251 N 1.115 4.524 -5.759  -0.28
252 C 1.850 4.953 -7.013  -0.09
253 C 2.141 4.291 -4.701  -0.13
254 N -1.360 5.508 -6.367  -0.28
255 C -1.501 6.601 -7.329  -0.12
256 C -2.003 4.190 -6.615  -0.09
257 N -0.812 4.623 -3.988  -0.29
258 C -2.050 5.035 -3.315  -0.09
259 C -0.676 3.185 -3.781  -0.12
260 H 2.450 5.859 -6.880  0.08
261 H 1.058 5.147 -7.745  0.06
262 H 2.405 4.048 -7.353  0.09
263 H 3.149 4.033 -5.143  0.09
264 H 1.743 3.551 -3.980  0.05
265 H 2.470 5.147 -4.146  0.05
266 H -1.320 7.562 -6.877  0.06
267 H -0.827 6.522 -8.256  0.09
268 H -2.521 6.706 -7.676  0.07
269 H -1.230 3.365 -6.790  0.08
270 H -2.588 3.887 -5.733  0.04
271 H -2.679 4.158 -7.496  0.09
272 H -2.842 4.387 -3.761  0.08
273 H -1.943 4.950 -2.191  0.06
274 H -2.267 6.075 -3.479  0.08
275 H -1.596 2.594 -4.099  0.09
276 H -0.430 2.972 -2.773  0.05
277 H 0.101 2.846 -4.465  0.06
278 O -2.843 5.921 -0.084  -0.29
279 P -3.529 5.384 1.115  0.55
280 N -5.107 5.772 1.329  -0.30
281 C -5.834 5.895 2.600  -0.12
282 C -5.985 5.682 0.186  -0.11
283 N -2.803 5.895 2.600  -0.27
284 C -1.575 5.141 2.880  -0.13
285 C -2.621 7.449 2.715  -0.06
286 N -3.523 3.668 1.133  -0.25
287 C -2.379 2.992 0.501  -0.12
288 C -4.232 2.935 2.193  -0.07
289 H -5.137 6.074 3.394  0.06
290 H -6.564 5.047 2.747  0.09
291 H -6.491 6.772 2.616  0.08
292 H -6.809 6.461 0.206  0.11
293 H -6.554 4.778 0.296  0.05
294 H -5.522 5.630 -0.765  0.07
295 H -0.800 5.248 2.049  0.08
296 H -1.033 5.478 3.781  0.08
297 H -1.819 4.063 2.896  0.05
298 H -2.217 7.571 3.713  0.06
299 H -1.885 7.833 1.943  0.07
300 H -3.618 7.955 2.727  0.08
301 H -1.620 2.684 1.164  0.03
302 H -2.560 2.104 -0.128  0.08
303 H -1.880 3.707 -0.168  0.06
304 H -3.507 2.771 2.992  0.06
305 H -4.637 1.971 1.881  0.06
306 H -5.046 3.501 2.605  0.05

calculated total energy	-7581.13732	Ha
multiplicity	1
Kohn-Sham gap	0.296	Ha

Computed, not measured: a molecular structure, C71H52Cl2F15GeN4OP2SSe2Sn, with the ωB97M-V functional and the def2-TZVPD basis.

Each line ends with the Löwdin charge.
Element x y z (Å)
1 Sn 0.715 -0.383 -0.860  0.73
2 Se 4.253 1.133 5.615  0.33
3 P 2.274 0.494 5.270  0.53
4 C 2.050 -1.197 5.889  -0.35
5 C 1.240 -1.538 6.961  -0.07
6 C 1.161 -2.863 7.356  -0.09
7 C 1.883 -3.837 6.687  -0.09
8 C 2.702 -3.490 5.623  -0.07
9 C 2.793 -2.169 5.231  -0.10
10 C 1.030 1.510 6.135  -0.35
11 C -0.120 1.964 5.505  -0.07
12 C -1.037 2.722 6.211  -0.08
13 C -0.813 3.021 7.544  -0.09
14 C 0.336 2.568 8.175  -0.08
15 C 1.263 1.823 7.469  -0.12
16 C 1.672 0.366 3.595  -0.43
17 C 1.975 0.812 2.302  -0.42
18 N 0.968 0.372 1.528  -0.20
19 N 0.118 -0.292 2.279  -0.04
20 N 0.509 -0.308 3.511  0.00
21 P 3.286 1.744 1.524  0.61
22 Se 3.256 1.755 -0.589  0.40
23 C 4.830 1.008 2.106  -0.39
24 C 5.887 1.806 2.517  -0.12
25 C 7.077 1.214 2.897  -0.09
26 C 7.211 -0.164 2.849  -0.09
27 C 6.165 -0.955 2.400  -0.08
28 C 4.970 -0.373 2.020  -0.10
29 C 3.202 3.453 2.152  -0.35
30 C 3.510 4.481 1.271  -0.13
31 C 3.353 5.797 1.653  -0.08
32 C 2.891 6.095 2.924  -0.09
33 C 2.618 5.071 3.818  -0.08
34 C 2.764 3.751 3.434  -0.09
35 H 0.670 -0.779 7.478  0.10
36 H 0.521 -3.137 8.184  0.10
37 H 1.810 -4.871 6.996  0.10
38 H 3.260 -4.250 5.094  0.10
39 H 3.439 -1.874 4.413  0.10
40 H -0.313 1.705 4.475  0.09
41 H -1.935 3.068 5.716  0.10
42 H -1.535 3.611 8.093  0.10
43 H 0.505 2.792 9.219  0.10
44 H 2.175 1.478 7.939  0.09
45 H 5.766 2.880 2.557  0.11
46 H 7.898 1.828 3.237  0.10
47 H 8.139 -0.624 3.160  0.10
48 H 6.283 -2.028 2.346  0.11
49 H 4.150 -0.976 1.649  0.08
50 H 3.864 4.235 0.280  0.05
51 H 3.583 6.588 0.953  0.11
52 H 2.738 7.125 3.213  0.10
53 H 2.280 5.301 4.818  0.11
54 H 2.548 2.955 4.135  0.04
55 Cl 2.358 -2.065 -0.611  -0.08
56 C 0.266 2.404 -3.868  0.00
57 C 1.514 1.576 -3.962  -0.41
58 O 1.795 0.745 -3.124  -0.15
59 C 2.387 1.817 -5.138  -0.15
60 C 2.401 3.042 -5.806  -0.03
61 C 3.199 3.222 -6.920  -0.08
62 C 3.982 2.180 -7.390  -0.09
63 C 3.979 0.959 -6.734  -0.07
64 C 3.195 0.782 -5.607  0.00
65 H -0.466 1.855 -3.283  0.04
66 H -0.140 2.626 -4.850  0.09
67 H 0.505 3.338 -3.363  0.08
68 H 1.806 3.867 -5.446  0.11
69 H 3.206 4.176 -7.431  0.10
70 H 4.595 2.321 -8.269  0.10
71 H 4.586 0.145 -7.104  0.10
72 H 3.180 -0.161 -5.081  0.12
73 Cl -1.255 9.121 0.845  0.65
74 C -0.773 7.466 0.736  -0.68
75 C -0.539 6.899 -0.516  -0.11
76 C -0.131 5.595 -0.602  -0.03
77 C 0.025 4.786 0.558  -0.29
78 C 0.392 3.462 0.448  0.04
79 C -0.237 5.399 1.816  -0.03
80 C -0.612 6.715 1.899  -0.12
81 H -0.680 7.497 -1.405  0.10
82 H 0.077 5.141 -1.559  0.10
83 H 0.608 3.020 -0.508  0.02
84 H 0.471 2.832 1.313  0.05
85 H -0.105 4.812 2.714  0.11
86 H -0.796 7.174 2.857  0.10
87 C -6.147 -3.283 1.848  -0.05
88 C -4.783 -3.012 1.280  -0.28
89 C -3.876 -4.059 1.127  0.00
90 C -2.578 -3.822 0.667  -0.26
91 C -1.594 -4.948 0.576  -0.03
92 C -2.224 -2.549 0.305  0.03
93 C -3.127 -1.445 0.391  -0.27
94 C -4.420 -1.731 0.928  0.03
95 N -2.640 -0.297 -0.028  0.16
96 C -3.321 0.964 -0.058  -0.61
97 C -3.481 1.521 1.369  -0.02
98 C -4.681 0.972 -0.784  -0.03
99 C -2.392 1.889 -0.853  -0.07
100 H -6.278 -4.348 2.023  0.07
101 H -6.925 -2.945 1.164  0.08
102 H -6.282 -2.757 2.795  0.08
103 H -4.179 -5.061 1.392  0.12
104 H -1.665 -5.594 1.448  0.08
105 H -0.585 -4.552 0.507  0.08
106 H -1.803 -5.548 -0.311  0.07
107 H -1.221 -2.337 -0.041  0.06
108 H -5.132 -0.940 1.102  0.10
109 H -4.121 0.883 1.973  0.07
110 H -3.914 2.519 1.322  0.08
111 H -2.508 1.578 1.849  0.07
112 H -5.471 0.430 -0.274  0.06
113 H -4.557 0.542 -1.774  0.08
114 H -5.014 2.002 -0.893  0.08
115 H -1.418 1.927 -0.366  0.03
116 H -2.794 2.895 -0.929  0.09
117 H -2.274 1.476 -1.852  0.06
118 F -3.848 -1.018 -4.583  0.07
119 C -4.351 -2.011 -3.845  -0.25
120 C -3.528 -3.067 -3.494  -0.11
121 C -4.074 -4.037 -2.678  -0.21
122 F -3.309 -5.068 -2.280  0.09
123 C -5.399 -4.004 -2.261  -0.14
124 F -5.902 -4.975 -1.486  0.11
125 C -6.212 -2.955 -2.669  -0.13
126 F -7.498 -2.917 -2.298  0.11
127 C -5.682 -1.944 -3.461  -0.14
128 F -6.463 -0.924 -3.841  0.11
129 Ge -1.563 -2.925 -3.890  0.62
130 S -0.909 -1.046 -3.253  0.17
131 C -0.849 -4.775 -3.518  -0.12
132 C 0.043 -5.015 -2.495  -0.24
133 F 0.358 -3.994 -1.703  0.02
134 C 0.588 -6.273 -2.266  -0.14
135 F 1.455 -6.492 -1.274  0.12
136 C 0.205 -7.327 -3.088  -0.13
137 F 0.711 -8.550 -2.889  0.12
138 C -0.708 -7.114 -4.115  -0.13
139 F -1.086 -8.142 -4.889  0.11
140 C -1.211 -5.837 -4.319  -0.23
141 F -2.093 -5.623 -5.310  0.09
142 C -1.226 -2.876 -5.876  -0.14
143 C -2.130 -2.577 -6.876  -0.21
144 F -3.440 -2.630 -6.606  0.09
145 C -1.724 -2.248 -8.164  -0.13
146 F -2.620 -1.954 -9.118  0.11
147 C -0.368 -2.219 -8.467  -0.13
148 F 0.040 -1.885 -9.699  0.11
149 C 0.567 -2.542 -7.489  -0.14
150 F 1.874 -2.537 -7.788  0.11
151 C 0.115 -2.860 -6.219  -0.24
152 F 1.005 -3.178 -5.261  0.08

calculated total energy	-13624.48897	Ha
multiplicity	1
net charge	-1
Kohn-Sham gap (alpha / beta)	0.242 / 0.228	Ha